91
Properties=species:S:1:pos:R:3:forces:R:3 method="wB97M-V/def2-TZVPD" total_charge=+1 e_homo_ev=-11.4241 homo_lumo_gap_ev=8.4702 multiplicity=1
S 2.838 1.136 -3.419 -0.3 0.3 0.6
S 6.067 0.204 -3.354 0.2 0.2 0.6
P 1.189 -2.587 -1.670 0.3 -1.2 1.2
P 4.204 -0.109 -2.459 0.0 -0.4 -1.3
O -0.300 2.711 2.436 -0.2 0.0 -0.3
O -1.401 7.101 4.142 0.3 -0.2 0.1
O -3.577 -0.469 3.892 0.2 -0.1 0.1
O 0.731 -3.739 -0.930 -0.6 -1.6 0.6
O 0.633 -1.261 -1.020 0.0 0.6 -1.1
O 3.974 -6.503 -4.348 0.2 -0.1 0.1
O 0.730 -2.783 -3.192 0.6 1.2 0.1
O -1.324 8.669 5.674 0.1 0.0 0.0
O -3.569 1.110 5.411 0.2 0.1 0.0
O 1.063 2.098 0.842 -0.2 0.2 0.1
O 3.534 -5.045 -2.780 0.1 0.2 -0.2
N 2.999 0.564 -0.141 0.3 -0.8 -0.5
C -4.783 -0.992 1.834 0.0 0.1 0.0
C 4.286 0.564 -0.770 -0.2 0.5 -0.1
C 0.705 -1.663 -4.080 -0.4 0.0 -0.7
C -0.389 -1.841 -5.108 0.0 0.5 0.1
C -5.731 0.456 4.681 0.0 -0.3 0.2
C -4.223 0.383 4.715 -0.2 0.1 -0.1
C -4.238 -1.502 3.152 -0.1 -0.1 -0.2
C -0.769 -0.949 -1.147 -0.2 0.7 0.1
C -2.100 6.093 3.414 -0.2 0.0 -0.2
C 1.623 -5.906 -3.895 -0.1 -0.4 0.3
C -2.662 6.625 2.112 -0.1 0.1 0.0
C -0.973 2.482 3.690 0.0 0.0 0.5
C -3.515 8.068 4.991 0.0 -0.3 0.2
C -2.006 7.965 4.988 -0.2 0.2 0.0
C 3.202 -7.043 -6.603 0.0 0.2 0.1
C 3.102 -5.800 -3.618 -0.2 0.0 -0.1
C 3.851 -1.894 -2.562 -0.1 -0.1 0.7
C 0.660 1.917 1.968 0.0 0.2 0.3
C -0.844 0.536 -1.419 0.5 -0.5 0.1
C 3.588 -7.563 -5.235 -0.1 -0.1 -0.2
C 2.982 -2.448 -1.422 -0.2 1.1 -0.6
C 1.270 0.867 2.867 -0.2 -0.3 -0.1
C -0.208 3.088 4.846 0.2 0.0 -0.1
H -0.047 4.153 4.676 0.0 0.0 0.0
H -6.219 -0.473 4.396 0.0 0.0 -0.1
H -0.040 0.755 -2.108 0.0 0.3 -0.5
H 1.642 -1.569 -4.619 0.4 -0.1 0.1
H -1.864 7.058 1.510 0.0 -0.1 0.0
H -1.939 2.973 3.596 0.0 0.0 -0.2
H -1.242 -2.354 -4.691 -0.2 -0.3 0.1
H -1.267 -1.505 -1.931 0.2 -0.4 -0.3
H 1.570 0.022 2.249 0.0 0.0 0.0
H -3.833 8.328 5.997 0.1 0.2 0.0
H 2.153 1.289 3.346 0.0 0.0 0.1
H -5.544 -0.226 1.981 -0.1 0.0 0.0
H 3.471 -2.187 -3.531 -0.1 0.2 -0.4
H -0.591 1.060 -0.514 -0.2 0.5 0.3
H 1.090 -5.752 -2.958 0.0 0.2 0.0
H 4.826 -2.358 -2.484 0.4 0.0 0.0
H -1.179 1.423 3.835 0.0 0.0 0.0
H -3.982 -0.547 1.243 0.0 0.0 0.0
H 0.598 0.489 3.631 0.1 0.1 0.1
H -5.006 -1.980 3.761 0.0 0.1 0.0
H -1.252 -1.187 -0.211 -0.1 -0.3 0.3
H -4.029 7.152 4.711 0.0 0.1 -0.1
H 4.997 -0.054 -0.239 0.2 -0.3 0.2
H -6.027 1.243 3.988 0.0 0.0 0.0
H 3.059 0.722 0.854 -0.1 0.2 -0.1
H -2.864 5.623 4.038 0.0 0.1 0.0
H 3.112 -1.830 -0.546 -0.2 0.2 0.4
H 2.975 -7.871 -7.273 0.0 0.0 0.0
H -0.024 -2.321 -6.000 0.0 -0.5 -0.2
H 3.331 -3.427 -1.154 -0.1 -0.6 -0.2
H 5.726 -0.293 -4.549 -0.2 -0.1 0.0
H -3.811 8.867 4.312 0.0 0.0 0.0
H 0.774 2.630 4.964 0.0 -0.1 0.0
H -1.357 5.327 3.199 0.1 0.1 0.0
H 2.322 1.182 -0.563 0.0 0.1 0.4
H 2.329 -6.391 -6.555 -0.1 -0.1 0.0
H -3.136 5.823 1.545 0.0 0.0 0.0
H -6.079 0.717 5.676 0.1 0.2 0.0
H 4.470 -8.195 -5.315 0.1 0.1 0.1
H -3.472 -2.252 2.970 0.1 0.0 0.1
H 0.547 -0.723 -3.568 0.0 0.0 0.5
H 1.316 -6.867 -4.298 0.0 0.0 -0.1
H 2.906 0.647 -4.664 0.3 -0.3 0.0
H -1.790 0.841 -1.837 -0.3 0.2 0.0
H -0.761 2.959 5.775 -0.1 0.0 0.0
H 1.338 -5.118 -4.589 0.0 0.0 0.0
H 4.021 -6.464 -7.030 0.0 -0.1 0.0
H 4.718 1.561 -0.865 0.4 0.2 -0.2
H -5.226 -1.810 1.265 0.0 0.0 0.0
H 2.805 -8.172 -4.786 0.0 0.1 0.0
H -0.730 -0.858 -5.406 -0.1 0.3 -0.2
H -3.401 7.407 2.284 -0.1 0.0 0.0